12
Properties=species:S:1:pos:R:3:forces:R:3 method="wB97M-V/def2-TZVPD" smiles="C[S@](=N)(=O)ON" relative_energy_ev=3.2064 largest_force_ev_per_a=3.15 gap_ev=10.472 e_homo_ev=-9.776
C 1.1257 -0.7133 0.2480 0.7 2.2 2.2
N 0.7928 0.9578 -1.8386 -1.1 -1.0 1.2
N -1.8790 -0.4102 0.6160 -2.4 -1.3 1.4
O -0.1128 1.6028 0.4758 -0.4 -0.2 -0.1
O -1.3368 -0.2774 -0.6549 1.7 0.3 -0.2
S 0.1114 0.5713 -0.5153 2.1 1.1 -0.8
H 2.2330 -0.5004 0.1009 -1.7 -0.3 -0.1
H 0.8878 -0.6332 1.3826 0.4 -0.3 -2.0
H 0.7454 -1.5942 -0.1576 0.0 -1.8 -0.6
H 0.6040 1.9248 -2.1076 -0.3 -0.3 0.1
H -1.5238 0.2676 1.2122 0.4 2.8 0.7
H -1.6477 -1.1955 1.2386 0.5 -1.1 -1.8

---

12
Properties=species:S:1:pos:R:3:forces:R:3 method="wB97M-V/def2-TZVPD" relative_energy_ev=4.0782 largest_force_ev_per_a=8.12 gap_ev="4.457 / 4.778" e_homo_ev="-4.147 / -9.688" s_squared=2.01 spin_multiplicity=3
C 0.5016 -1.3589 0.5187 2.3 -6.1 0.6
N -1.1900 0.6491 -0.9117 -0.6 -2.3 -0.9
N 1.0596 -1.1205 -0.7587 -3.9 0.4 -0.4
O -1.4232 2.3143 1.1063 -0.8 -0.3 -1.5
O -0.1688 0.0568 1.2660 -1.9 4.1 -1.4
S -0.6902 1.2442 0.4081 2.6 1.9 7.5
H 1.2463 -1.7130 1.3042 -0.9 0.4 -1.2
H -0.4492 -2.0556 0.5432 1.9 1.5 -0.5
H -1.5528 1.3389 -1.4846 -0.8 2.0 -1.8
H 0.2085 -0.6843 -1.2556 2.5 -0.7 0.1
H 1.9341 -0.6728 -0.9288 0.4 0.3 0.3
H 0.5241 2.0020 0.1931 -0.9 -1.2 -0.9